Entry 1:
Here is a molecular structure, C16H31HfNP2Se from the Open Molecules 2025 dataset. Energies are from ωB97M-V/def2-TZVPD.

Computed properties:
Strongest force on any atom = 0.22814 Eh/bohr
Energy above the lowest of the compared OMol25 structures with the same formula, charge and spin = 0.000 eV
HOMO level (spin up / spin down) = -0.5117 / -0.5117 hartree

ORCA input file:
```
! wB97M-V def2-TZVPD RIJCOSX def2/J DEFGRID3
* xyz 2 1
P -0.417 2.632 0.695
P 1.498 -1.363 2.644
C -0.890 -0.518 1.187
C -0.368 -1.204 2.462
H -1.724 -1.141 0.836
H -1.349 0.432 1.490
H -0.675 -0.630 3.356
H -0.821 -2.216 2.511
C 1.655 -2.816 1.503
H 2.178 -3.612 2.047
H 2.255 -2.528 0.624
H 0.677 -3.184 1.149
C 1.537 -2.119 4.302
H 1.684 -3.201 4.231
H 0.613 -1.865 4.825
H 2.388 -1.652 4.813
C -0.637 3.976 -0.515
H -0.325 4.923 -0.062
H -1.696 4.025 -0.807
H -0.041 3.765 -1.411
C -1.564 3.062 2.055
H -1.666 2.204 2.732
H -2.552 3.298 1.631
H -1.182 3.928 2.619
Hf 0.199 -0.074 -0.754
C -0.620 -2.043 -1.339
C 0.655 -1.821 -1.935
C 0.832 -1.378 -3.369
C -0.048 -0.168 -3.796
C -0.358 0.807 -2.679
C -1.520 0.725 -1.864
C -2.542 -0.380 -1.997
C -1.961 -1.827 -2.039
C 1.233 2.902 1.434
H -0.679 -2.811 -0.556
H 1.513 -2.344 -1.505
H 0.669 -2.230 -4.052
H 1.893 -1.100 -3.493
H 0.527 0.360 -4.567
H -0.947 -0.523 -4.327
H 0.126 1.785 -2.807
H -1.929 1.662 -1.479
H -3.145 -0.236 -2.907
H -3.261 -0.309 -1.155
H -2.697 -2.487 -1.540
H -1.924 -2.201 -3.077
H 1.262 2.379 2.397
H 1.431 3.974 1.574
H 1.992 2.445 0.778
Se 5.044 0.130 0.526
C 3.413 0.259 -0.018
N 2.263 0.311 -0.370
*
```

natural (NBO) atomic charge list, values in e, 6 entries: P 0.934; P 0.814; C -0.864; C -0.702; H 0.241; H 0.257

***

Entry 2:
Here is 3 unconnected molecules or ions with the total composition C16H31I2N6O2S from the Open Molecules 2025 dataset. Energies are from ωB97M-V/def2-TZVPD.

Computed properties:
Strongest force on any atom = 0.16552 Eh/bohr
HOMO level = -0.3920 hartree

ORCA input file:
```
! wB97M-V def2-TZVPD RIJCOSX def2/J DEFGRID3
* xyz 1 1
C 3.291 3.129 -2.236
C 3.365 1.907 -1.145
I 2.857 2.573 0.894
C 2.487 0.577 -1.529
I 2.181 -0.511 0.396
C 0.976 0.884 -2.095
N 0.106 1.996 -1.537
C -1.140 1.780 -2.371
N -2.183 2.634 -2.080
C -3.486 2.420 -2.875
N -4.009 1.053 -2.420
C -2.144 3.756 -1.049
C -1.292 4.995 -1.781
N -1.465 5.097 -3.150
N -1.014 0.648 -3.371
N 0.261 0.108 -3.219
S 0.812 -1.220 -4.210
H 4.224 3.839 -2.010
H 2.339 3.821 -2.036
H 3.397 2.807 -3.356
H 4.503 1.558 -1.098
H 3.071 -0.184 -2.213
H -3.324 2.486 -4.033
H -4.303 3.228 -2.585
H -4.793 0.722 -3.028
H -4.301 1.148 -1.418
H -3.235 4.137 -0.787
H -1.595 3.403 -0.073
H -0.584 5.730 -1.205
H -0.854 5.886 -3.456
H -1.773 0.357 -4.044
H 0.956 -0.689 -5.531
C 1.242 -5.944 1.711
C 2.436 -5.094 2.061
C 2.490 -4.129 0.897
O 1.141 -3.946 0.446
C 0.313 -4.936 1.071
H 0.795 -6.450 2.571
H 1.530 -6.705 0.976
H 2.242 -4.548 2.991
H 3.360 -5.664 2.185
H 3.068 -4.542 0.064
H 2.919 -3.162 1.174
H -0.303 -4.430 1.823
H -0.348 -5.388 0.326
C -1.449 0.429 4.593
C -1.600 -0.035 3.167
C -0.447 -1.006 3.027
O -0.227 -1.581 4.322
C -0.977 -0.830 5.288
H -2.369 0.833 5.023
H -0.674 1.202 4.652
H -2.552 -0.566 3.049
H -1.566 0.775 2.435
H 0.472 -0.491 2.729
H -0.653 -1.799 2.303
H -1.823 -1.448 5.607
H -0.350 -0.619 6.158
*
```

natural (NBO) atomic charge list, values in e, 6 entries: C -0.673; C -0.365; I 0.142; C -0.434; I 0.216; C 0.467

***

Entry 3:
Here is a molecular structure, C16H31MoNP2 from the Open Molecules 2025 dataset. Energies are from ωB97M-V/def2-TZVPD.

Computed properties:
Strongest force on any atom = 0.06016 Eh/bohr
<S²> = 2.271
HOMO level (spin up / spin down) = -0.4976 / -0.4676 hartree

ORCA input file:
```
! wB97M-V def2-TZVPD RIJCOSX def2/J DEFGRID3
* xyz 2 3
P 1.956 0.470 -2.418
P 0.239 -2.896 -0.138
C 2.117 -1.340 -2.227
C 0.874 -2.280 -1.804
H 3.273 -1.689 -1.858
H 2.347 -1.796 -3.226
H -0.042 -1.757 -2.211
H 1.023 -3.311 -2.192
C 1.507 -3.587 0.910
H 0.929 -3.685 1.847
H 2.398 -2.973 1.302
H 1.799 -4.533 0.442
C -1.352 -3.721 -0.298
H -1.024 -4.753 -0.101
H -1.727 -3.555 -1.319
H -2.096 -3.379 0.444
C 3.573 1.246 -2.397
H 3.369 2.326 -2.250
H 4.085 1.083 -3.364
H 4.183 0.846 -1.554
C 0.928 0.652 -3.903
H 0.088 -0.082 -3.863
H 1.569 0.468 -4.785
H 0.572 1.702 -3.895
Mo 2.863 -1.941 -0.163
C 2.960 -4.570 -2.686
C 3.694 -4.316 -1.577
C 5.205 -4.260 -1.613
C 5.781 -3.339 -2.700
C 4.874 -2.184 -3.025
C 4.027 -2.180 -4.080
C 3.674 -3.409 -4.884
C 3.535 -4.717 -4.072
C 1.116 1.084 -0.920
H 1.933 -4.919 -2.638
H 3.315 -4.498 -0.558
H 5.598 -5.284 -1.749
H 5.570 -3.916 -0.638
H 6.765 -2.975 -2.346
H 5.916 -3.941 -3.611
H 5.089 -1.265 -2.464
H 3.737 -1.233 -4.570
H 4.415 -3.562 -5.691
H 2.724 -3.237 -5.412
H 2.852 -5.341 -4.685
H 4.524 -5.216 -4.051
H 0.029 1.149 -1.076
H 1.488 2.096 -0.735
H 1.333 0.466 -0.012
N -0.297 -0.470 1.406
C -0.111 -1.394 0.708
*
```

natural (NBO) atomic charge list, values in e, 6 entries: P 1.577; P 1.486; C -0.860; C -0.740; H 0.229; H 0.326

***

Entry 4:
Here is a molecular structure, C16H31N2OPSiZr from the Open Molecules 2025 dataset. Energies are from ωB97M-V/def2-TZVPD.

Computed properties:
Strongest force on any atom = 0.11345 Eh/bohr
Energy above the lowest of the compared OMol25 structures with the same formula, charge and spin = 0.000 eV
HOMO level (spin up / spin down) = -0.1546 / -0.1546 hartree

ORCA input file:
```
! wB97M-V def2-TZVPD RIJCOSX def2/J DEFGRID3
* xyz 0 1
Zr -0.010 -1.248 1.253
Si 0.512 -3.620 0.109
P 1.444 2.191 -2.480
N -1.748 -0.909 0.444
H 2.535 2.034 -1.533
C 1.590 3.838 -3.183
H 1.765 3.755 -4.262
H 2.438 4.351 -2.711
H 0.669 4.404 -2.993
C 1.657 0.984 -3.798
H 1.916 1.524 -4.719
H 0.723 0.426 -3.951
H 2.466 0.285 -3.553
C -0.193 1.995 -1.761
H -0.611 2.979 -1.505
H -0.148 1.375 -0.857
H -0.861 1.503 -2.483
C 1.955 -3.738 -1.116
H 2.503 -2.787 -1.186
H 1.574 -4.002 -2.114
H 2.653 -4.523 -0.788
H 0.835 -4.729 1.073
H -0.636 -4.130 -0.722
C -2.829 -0.481 -0.193
C -4.401 1.327 -0.700
C -3.321 0.850 0.025
C -3.508 -1.306 -1.152
C -4.588 -0.808 -1.860
C -5.042 0.505 -1.642
H -4.752 2.346 -0.531
H -2.799 1.461 0.768
H -3.124 -2.319 -1.300
H -5.092 -1.440 -2.594
H -5.894 0.886 -2.206
C 2.270 0.814 -0.142
O 1.282 -0.009 0.295
C 2.488 1.974 0.785
H 3.322 2.608 0.455
H 2.723 1.628 1.804
H 1.580 2.591 0.842
C 3.431 0.046 -0.694
H 4.262 0.713 -0.960
H 3.123 -0.509 -1.591
H 3.811 -0.682 0.041
C -1.442 -1.430 6.609
C -0.043 -1.268 5.972
C -0.071 -1.327 4.534
N -0.057 -1.350 3.367
H -2.134 -0.670 6.229
H -1.395 -1.321 7.697
H -1.853 -2.422 6.392
H 0.395 -0.296 6.260
H 0.630 -2.067 6.326
*
```

natural (NBO) atomic charge list, values in e, 6 entries: Zr 1.702; Si 0.303; P 1.248; N -0.960; H 0.119; C -0.998

***

Entry 5:
Here is a molecular structure, C16H31N2SY from the Open Molecules 2025 dataset. Energies are from ωB97M-V/def2-TZVPD.

Computed properties:
Strongest force on any atom = 0.17719 Eh/bohr
HOMO level = -0.5293 hartree

ORCA input file:
```
! wB97M-V def2-TZVPD RIJCOSX def2/J DEFGRID3
* xyz 2 1
C -2.427 0.254 -1.385
H -3.338 -0.348 -1.272
H -2.680 1.276 -1.693
H -2.103 0.408 0.010
C -1.613 -0.450 -2.501
H -0.634 0.055 -2.707
H -1.368 -1.500 -2.223
C -2.455 -0.455 -3.792
H -1.978 -1.075 -4.556
H -3.445 -0.869 -3.577
H -2.585 0.561 -4.184
C 1.518 1.279 0.240
C 1.502 1.407 -1.191
C 0.333 2.154 -1.550
C -0.362 2.491 -0.350
C 0.353 1.931 0.756
C -0.059 1.987 2.184
C -1.534 3.399 -0.262
C -0.076 2.576 -2.916
C 2.567 0.959 -2.130
C 2.517 0.545 1.064
Y -0.489 -0.124 -0.455
H -2.078 3.258 0.682
H -1.208 4.453 -0.306
H -2.238 3.244 -1.092
H -1.011 2.523 2.296
H -0.202 0.982 2.623
H 0.707 2.505 2.785
H 3.291 0.085 0.439
H 3.004 1.226 1.780
H 2.062 -0.264 1.662
H 2.179 0.833 -3.151
H 3.384 1.701 -2.175
H 3.005 -0.002 -1.824
H -1.084 2.219 -3.181
H -0.103 3.675 -2.989
H 0.611 2.193 -3.679
C 1.707 -3.882 1.662
N 0.484 -3.119 1.411
C -0.132 -2.317 2.293
S -1.445 -1.277 1.803
N 0.236 -2.330 3.604
C 0.308 -3.587 4.376
H 2.339 -3.384 2.407
H 2.255 -3.940 0.717
H 1.467 -4.899 1.996
H 0.080 -3.115 0.470
H -0.230 -1.577 4.122
H 1.166 -3.532 5.057
H -0.608 -3.668 4.978
H 0.409 -4.460 3.719
*
```

natural (NBO) atomic charge list, values in e, 6 entries: C -0.651; H 0.290; H 0.293; H 0.165; C -0.480; H 0.244